{
  "formula": "C62H174N12O26",
  "method": "ωB97M-V/def2-TZVPD",
  "symbols": ["C", "C", "O", "O", "H", "H", "H", "H", "H", "H", "C", "C", "O", "O", "H", "H", "H", "H", "H", "H", "C", "C", "O", "O", "H", "H", "H", "H", "H", "H", "C", "C", "O", "O", "H", "H", "H", "H", "H", "H", "C", "C", "O", "O", "H", "H", "H", "H", "H", "H", "C", "C", "O", "O", "H", "H", "H", "H", "H", "H", "C", "C", "O", "O", "H", "H", "H", "H", "H", "H", "C", "C", "C", "O", "C", "N", "H", "H", "H", "H", "H", "H", "H", "H", "H", "H", "H", "C", "C", "C", "O", "C", "N", "H", "H", "H", "H", "H", "H", "H", "H", "H", "H", "H", "C", "C", "C", "O", "C", "N", "H", "H", "H", "H", "H", "H", "H", "H", "H", "H", "H", "C", "C", "C", "O", "C", "N", "H", "H", "H", "H", "H", "H", "H", "H", "H", "H", "H", "C", "C", "C", "O", "C", "N", "H", "H", "H", "H", "H", "H", "H", "H", "H", "H", "H", "C", "C", "C", "O", "C", "N", "H", "H", "H", "H", "H", "H", "H", "H", "H", "H", "H", "C", "C", "C", "O", "C", "N", "H", "H", "H", "H", "H", "H", "H", "H", "H", "H", "H", "C", "C", "C", "O", "C", "N", "H", "H", "H", "H", "H", "H", "H", "H", "H", "H", "H", "C", "C", "C", "O", "C", "N", "H", "H", "H", "H", "H", "H", "H", "H", "H", "H", "H", "C", "C", "C", "O", "C", "N", "H", "H", "H", "H", "H", "H", "H", "H", "H", "H", "H", "C", "C", "C", "O", "C", "N", "H", "H", "H", "H", "H", "H", "H", "H", "H", "H", "H", "C", "C", "C", "O", "C", "N", "H", "H", "H", "H", "H", "H", "H", "H", "H", "H", "H"],
  "coordinates": [[3.621, 3.095, -5.481], [3.341, 4.092, -4.394], [2.012, 3.891, -3.881], [2.812, 3.390, -6.656], [3.463, 2.114, -5.018], [4.647, 3.196, -5.839], [3.537, 5.076, -4.826], [4.025, 3.906, -3.570], [1.445, 4.424, -4.455], [2.021, 2.822, -6.642], [-4.398, -4.799, -2.272], [-3.416, -3.834, -1.768], [-4.091, -2.570, -1.525], [-4.904, -4.459, -3.514], [-5.211, -4.941, -1.549], [-3.803, -5.714, -2.314], [-2.696, -3.625, -2.567], [-2.948, -4.206, -0.855], [-4.764, -2.727, -0.827], [-4.934, -3.483, -3.576], [-6.547, 0.241, 0.654], [-7.555, 1.333, 0.777], [-7.282, 2.267, 1.851], [-6.737, -0.730, 1.705], [-5.595, 0.759, 0.830], [-6.502, -0.274, -0.311], [-8.475, 0.752, 0.864], [-7.694, 1.947, -0.101], [-7.276, 1.857, 2.722], [-5.925, -1.268, 1.731], [-4.537, -0.013, -4.389], [-3.216, 0.138, -3.590], [-3.438, -0.051, -2.223], [-4.924, -1.421, -4.337], [-4.261, 0.225, -5.423], [-5.273, 0.717, -4.038], [-2.944, 1.194, -3.688], [-2.397, -0.499, -3.957], [-3.743, -0.937, -1.919], [-5.619, -1.579, -4.988], [-3.093, 2.892, 4.854], [-4.600, 2.811, 4.840], [-5.254, 3.597, 3.856], [-2.447, 2.128, 3.936], [-2.784, 2.706, 5.892], [-2.849, 3.925, 4.591], [-5.069, 3.153, 5.764], [-4.853, 1.744, 4.749], [-5.123, 3.261, 2.956], [-2.591, 1.196, 4.270], [3.337, -2.389, 1.414], [4.775, -2.214, 1.068], [5.158, -0.796, 1.258], [3.093, -2.187, 2.785], [3.024, -3.425, 1.280], [2.799, -1.743, 0.702], [4.985, -2.397, 0.019], [5.395, -2.874, 1.686], [5.303, -0.671, 2.206], [3.174, -1.250, 3.040], [-5.126, -3.898, 1.755], [-3.789, -3.332, 1.931], [-3.819, -1.885, 2.084], [-5.633, -3.562, 0.424], [-5.656, -3.397, 2.556], [-4.940, -4.964, 1.901], [-3.196, -3.517, 1.031], [-3.226, -3.744, 2.764], [-3.259, -1.430, 1.357], [-6.513, -3.886, 0.226], [-4.952, 3.344, -1.995], [-4.193, 4.357, -1.043], [-2.871, 4.812, -1.647], [-2.031, 3.646, -1.936], [-0.978, 3.923, -2.791], [-5.085, 5.547, -0.914], [-5.146, 3.868, -2.933], [-5.923, 3.046, -1.595], [-4.417, 2.398, -2.116], [-4.018, 3.838, -0.090], [-2.369, 5.406, -0.869], [-2.944, 5.427, -2.550], [-1.067, 3.303, -3.685], [-0.053, 3.565, -2.319], [-0.707, 4.962, -2.990], [-4.630, 6.232, -0.311], [-5.977, 5.338, -0.477], [-0.868, -1.000, 4.695], [-2.189, -1.379, 5.345], [-2.117, -1.178, 6.887], [-1.211, -2.085, 7.456], [-1.028, -1.904, 8.813], [-3.267, -0.474, 4.768], [-0.735, 0.068, 4.872], [-0.985, -1.114, 3.608], [-0.007, -1.609, 4.970], [-2.356, -2.456, 5.266], [-3.057, -1.271, 7.445], [-1.757, -0.157, 7.071], [-0.904, -0.877, 9.176], [-0.096, -2.449, 8.930], [-1.868, -2.370, 9.350], [-4.140, -0.632, 5.284], [-3.473, -0.916, 3.859], [0.185, -4.370, 2.833], [0.839, -5.459, 3.649], [1.804, -4.890, 4.711], [1.153, -3.985, 5.568], [2.072, -3.262, 6.333], [-0.219, -6.362, 4.168], [0.891, -3.561, 2.608], [-0.635, -4.023, 3.472], [-0.199, -4.810, 1.903], [1.583, -6.007, 3.060], [2.619, -4.390, 4.169], [2.166, -5.719, 5.341], [2.885, -2.806, 5.744], [2.573, -3.888, 7.080], [1.392, -2.581, 6.825], [-0.867, -5.858, 4.786], [0.251, -7.069, 4.732], [2.224, 0.232, 7.861], [3.079, 0.258, 6.552], [2.308, 0.680, 5.320], [3.083, 0.488, 4.141], [2.353, 0.962, 2.951], [4.304, 0.974, 6.840], [2.778, -0.173, 8.704], [1.240, -0.221, 7.815], [2.024, 1.287, 8.112], [3.345, -0.766, 6.302], [2.041, 1.738, 5.402], [1.391, 0.093, 5.300], [2.988, 0.784, 2.084], [2.016, 1.995, 3.087], [1.442, 0.355, 2.826], [4.943, 1.036, 6.047], [4.015, 1.924, 7.077], [3.213, 4.496, 4.444], [1.969, 4.829, 5.272], [0.693, 4.583, 4.481], [0.751, 5.336, 3.302], [-0.295, 5.090, 2.419], [2.001, 4.127, 6.563], [3.293, 3.424, 4.261], [4.101, 4.806, 4.999], [3.156, 4.882, 3.426], [1.970, 5.901, 5.489], [-0.101, 4.800, 5.201], [0.639, 3.497, 4.352], [-1.244, 5.122, 2.964], [-0.232, 4.054, 2.059], [-0.155, 5.878, 1.695], [1.880, 3.139, 6.393], [2.704, 4.312, 7.284], [0.032, 1.792, -8.754], [-0.814, 0.876, -7.945], [-0.748, 1.037, -6.426], [0.583, 0.877, -5.944], [0.675, 0.613, -4.554], [-2.231, 0.873, -8.299], [1.086, 1.606, -8.937], [-0.114, 2.823, -8.434], [-0.497, 1.761, -9.712], [-0.491, -0.156, -8.114], [-1.340, 0.297, -5.894], [-1.108, 2.038, -6.129], [0.196, 1.348, -3.904], [1.712, 0.486, -4.248], [0.151, -0.344, -4.404], [-2.418, 0.593, -9.261], [-2.628, 1.803, -8.176], [0.785, 10.279, -1.890], [1.873, 9.368, -2.443], [1.641, 7.884, -2.312], [1.571, 7.517, -0.994], [1.673, 6.134, -0.667], [2.061, 9.693, -3.921], [1.134, 11.275, -2.150], [0.702, 10.212, -0.808], [-0.081, 10.087, -2.515], [2.642, 9.455, -1.672], [2.471, 7.356, -2.818], [0.738, 7.520, -2.838], [0.926, 5.540, -1.213], [1.473, 6.082, 0.397], [2.641, 5.715, -0.964], [2.052, 10.711, -3.993], [2.854, 9.318, -4.446], [-0.610, -1.907, -0.706], [-0.791, -0.662, 0.114], [-0.109, 0.585, -0.540], [1.243, 0.291, -0.760], [1.980, 1.440, -1.081], [-2.229, -0.345, 0.343], [-1.199, -2.634, -0.131], [0.396, -2.282, -0.844], [-1.167, -1.800, -1.640], [-0.406, -0.841, 1.121], [-0.202, 1.426, 0.165], [-0.648, 0.896, -1.440], [1.702, 2.011, -1.975], [3.014, 1.120, -1.155], [1.926, 2.064, -0.180], [-2.666, -0.115, -0.556], [-2.326, 0.503, 0.915], [7.872, 4.346, -2.437], [7.773, 4.806, -1.005], [7.340, 3.702, -0.063], [5.964, 3.595, -0.154], [5.292, 2.821, 0.886], [9.101, 5.364, -0.587], [8.603, 3.537, -2.508], [8.177, 5.180, -3.068], [6.882, 4.064, -2.789], [6.891, 5.453, -0.881], [7.633, 3.855, 0.985], [7.678, 2.707, -0.380], [4.254, 3.150, 0.874], [5.697, 3.080, 1.873], [5.397, 1.737, 0.790], [9.348, 6.166, -1.163], [9.072, 5.700, 0.370], [3.835, -4.518, -1.750], [3.382, -3.367, -2.706], [3.828, -2.006, -2.235], [5.219, -1.904, -2.234], [5.650, -0.569, -2.152], [3.814, -3.660, -4.041], [3.386, -4.490, -0.759], [4.906, -4.385, -1.601], [3.612, -5.437, -2.285], [2.286, -3.394, -2.798], [3.484, -1.602, -1.270], [3.441, -1.305, -3.001], [6.734, -0.628, -2.094], [5.219, -0.088, -1.260], [5.300, 0.014, -3.021], [3.712, -2.829, -4.624], [4.794, -3.945, -4.049], [-3.099, -8.060, 0.093], [-1.917, -7.729, 0.965], [-0.640, -7.320, 0.204], [-0.856, -6.049, -0.450], [0.185, -5.654, -1.312], [-2.264, -6.805, 2.016], [-3.957, -8.396, 0.675], [-2.805, -8.760, -0.685], [-3.424, -7.139, -0.399], [-1.515, -8.659, 1.391], [-0.375, -8.057, -0.567], [0.157, -7.208, 0.958], [0.338, -6.432, -2.069], [1.181, -5.592, -0.842], [-0.095, -4.679, -1.721], [-2.417, -5.868, 1.646], [-1.711, -6.792, 2.876], [-1.566, -7.625, -6.729], [-2.136, -7.243, -5.356], [-1.350, -6.049, -4.685], [-1.187, -4.972, -5.534], [-0.426, -3.961, -4.957], [-3.598, -6.909, -5.531], [-1.694, -6.821, -7.464], [-2.056, -8.535, -7.060], [-0.520, -7.935, -6.708], [-2.072, -8.103, -4.673], [-0.339, -6.394, -4.414], [-1.951, -5.859, -3.777], [-0.992, -3.602, -4.087], [-0.282, -3.183, -5.706], [0.537, -4.377, -4.627], [-3.779, -6.244, -6.286], [-4.090, -6.607, -4.693]],
  "atomic_forces_ev_per_a": [[-0.2847, 0.3138, -0.7682], [0.0327, -0.4254, -0.0310], [0.3681, 0.7880, -0.4370], [-0.1362, -0.8050, 0.9238], [-0.1312, -0.1935, -0.6745], [0.1047, -0.1612, 0.2580], [-0.4055, 0.2896, 0.3854], [0.1139, 0.1354, 0.1786], [-0.1212, -0.2243, 0.1418], [0.3771, 0.1274, 0.1015], [0.0328, -1.0979, 0.5737], [-0.3361, 1.8277, 0.2933], [0.2467, -0.2215, 0.2406], [-0.2975, 0.6085, -1.0136], [0.1672, -0.1166, 0.0219], [-0.4091, -0.5378, -0.3882], [0.1649, -0.0735, 0.3611], [0.2802, 0.0093, -0.1288], [0.3824, -0.0595, -0.2149], [0.0391, -0.4091, 0.0609], [1.6851, 0.0167, 0.6703], [-0.8555, -0.3585, 0.8262], [-0.1594, -0.4292, -0.9340], [0.0665, 0.3226, -0.3802], [0.3523, -0.3359, -0.2569], [-0.3074, 0.3091, -0.1153], [-0.6355, 0.5401, 0.6145], [0.4322, 0.0902, -0.3367], [-0.0988, -0.3851, -0.1618], [-0.1727, 0.2928, 0.0610], [1.7469, -1.0819, -0.4758], [-1.4215, 0.0185, -0.0483], [0.0060, 0.2729, 1.0864], [-0.2298, 1.0222, 0.1207], [-0.2627, 0.0886, -0.0941], [-0.1548, -0.4826, 0.2165], [0.2963, -0.0548, -0.0995], [-0.3551, 0.0286, -0.1786], [0.1089, -0.1282, -1.0398], [0.1151, 0.1545, 0.0702], [-0.7398, 2.3099, 1.1050], [-0.7780, -0.5745, -0.2229], [0.0638, 0.0306, -0.4994], [0.5898, -2.3165, -0.6385], [0.2706, -0.0754, -0.0125], [0.0837, 0.2342, 0.3990], [0.4357, 0.0501, 0.2004], [-0.1976, 0.0426, -0.1414], [0.0477, -0.1145, 0.4057], [0.0698, 0.4779, -0.7204], [-0.1773, -0.3199, -0.2928], [1.0646, 1.0417, 0.2477], [-0.2539, -1.1608, 0.2590], [-0.2274, 0.7395, 0.4216], [0.0531, -0.0520, -0.4969], [-0.5295, 0.0207, 0.6059], [-0.0338, -0.2052, -0.0193], [0.0860, 0.2247, -0.0513], [-0.0122, 0.0090, -0.1695], [0.0065, -0.3484, -0.0279], [-0.2823, -0.0264, -0.3512], [2.0960, 2.3296, -1.3308], [0.0762, -0.2520, -0.6034], [0.7574, -0.0138, 1.1512], [-1.1155, -0.4699, 0.0361], [-0.9137, -0.2333, -0.0970], [0.1664, -0.2699, 0.0293], [-0.3231, -0.3256, 0.3014], [-0.4084, -0.4539, 0.6778], [-0.2173, -0.1931, 0.5084], [0.5241, 0.5777, 0.7579], [-1.8692, -0.7930, -1.2884], [0.8541, -0.9158, 0.4837], [-1.6771, 1.3154, 0.7178], [1.7938, -0.9337, 0.2215], [1.0186, -0.0611, 0.2112], [0.1647, -0.2341, -0.1537], [-0.0507, 0.3055, 0.2791], [0.2487, 0.3050, -0.2046], [0.1961, 0.1937, -0.0636], [0.1630, 0.1292, -0.2014], [-0.4696, -0.1461, 0.0783], [-0.1424, 0.4216, -0.4654], [-0.0073, -0.1502, 0.0602], [-0.7911, 0.2244, -0.2106], [-0.1755, -0.0435, -0.1083], [0.2033, -0.3132, -0.0427], [-0.6683, 0.0985, -0.7419], [-0.3292, 0.3514, 1.5524], [0.1813, 0.7424, -0.3540], [-0.0406, 0.4457, -1.6937], [0.2778, -0.8580, 0.5572], [0.5177, -1.8969, 0.2384], [0.3922, -0.0123, 0.0864], [0.0553, 0.0120, 0.0603], [-0.1408, 0.0196, 0.3481], [-0.3830, -0.0343, -0.6092], [-0.4410, -0.0439, -0.5243], [-0.0302, 0.1666, 0.0203], [-0.0334, 0.1388, -0.4043], [0.0409, -0.0797, 1.0554], [0.2697, 0.0721, 0.2674], [0.3774, 0.1874, 0.0286], [0.0237, 0.4826, 0.0146], [0.0338, -0.2347, -0.0732], [0.6282, 0.1514, 0.8274], [-0.9081, -0.3506, 0.0054], [0.1074, -0.2515, -0.8732], [-0.2463, -0.1052, 0.4441], [0.8778, 0.0255, 0.2270], [-0.2842, -0.0476, 0.1207], [-0.0275, 0.4671, -0.4391], [-0.1152, 0.2877, 0.1818], [-0.5767, -0.5314, -0.4127], [0.0712, -0.0825, 0.1960], [0.3603, -0.0154, -0.2973], [-0.5064, 0.1845, -0.0981], [-0.0849, -0.1573, 0.1218], [0.5440, 0.7799, 0.4047], [0.5511, -0.0431, -0.1766], [-0.3894, 0.0405, 0.0127], [0.3039, 1.3355, -0.6541], [-0.1054, -1.4127, 0.3617], [-0.1828, 0.4167, 0.3045], [-0.5886, 0.4533, -0.9905], [-0.1679, -0.8459, 1.2182], [-0.0738, 0.7123, 0.0685], [0.1455, -0.1713, -0.1989], [-0.0239, -0.3987, -0.4096], [0.0182, -0.1322, 0.1063], [0.2782, -0.3134, 0.2394], [-0.1211, -0.0146, -0.2411], [-0.1129, -0.0367, -0.2717], [0.1166, 0.3480, 0.0667], [0.4072, 0.0099, -0.1972], [0.1457, 0.0272, 0.0379], [-0.4111, -0.1015, 0.1085], [0.4670, -0.0083, -0.0372], [-0.1565, -0.2265, -0.2946], [1.4905, 0.6516, 0.3057], [0.7631, -0.6594, 1.5269], [0.6010, -0.1595, 1.2448], [-0.2908, -0.5646, 0.6677], [-1.2063, -0.2398, -0.1494], [-0.0386, -0.3155, 0.4234], [0.0614, 0.1040, -0.3661], [0.2302, 0.6127, 0.1996], [0.1398, 0.0471, -0.0005], [-0.6037, 0.4791, -0.5309], [-0.2346, -0.2291, -0.7555], [-0.2415, 0.4376, -0.3034], [0.0690, 0.1985, -0.5954], [-0.6795, -0.2043, -0.6336], [0.2201, 0.0766, 0.4794], [-0.2521, 0.1853, -0.9966], [-0.7420, 1.1521, -1.1443], [-0.1037, -2.0335, 1.1693], [0.5119, 0.4059, 0.6668], [0.7947, 0.7498, -0.3686], [-0.7946, -0.9360, -0.3184], [-0.4616, 0.5082, 0.1091], [0.0439, -0.3310, 0.4410], [0.2272, 0.2546, 0.2253], [0.5729, 0.1387, -0.3785], [0.1504, -0.0256, -0.1078], [-0.5310, -0.1874, -0.3285], [-0.1146, -0.0413, -0.0708], [0.0115, 0.3283, -0.1880], [0.0622, 0.1479, -0.2730], [0.1326, 0.0245, 0.4002], [0.3178, 0.0839, 0.3250], [0.0203, -0.1420, -0.0857], [0.6247, -0.2115, -1.2895], [0.1538, -0.5258, -0.3525], [-0.5695, -1.2402, -1.7648], [0.1016, -0.1373, 1.8348], [-0.3571, 0.4750, -0.9807], [-0.2314, 0.4693, 1.6894], [-0.1565, 0.4241, 0.2400], [-0.4302, -0.2425, -0.1968], [-0.7382, 0.0845, 0.5543], [1.2677, 0.6938, -0.7895], [0.1157, 0.1317, 0.0520], [-0.0589, 0.3592, -0.0893], [-0.1006, 0.1396, 0.1308], [0.3120, -0.2300, 0.0599], [0.1465, 0.1488, 0.3024], [0.1869, -0.4556, -0.2686], [-0.1588, 0.0408, 0.8286], [-1.7308, -0.5445, 0.4665], [0.0772, 1.8478, -0.0382], [-0.5094, -0.7532, 1.3340], [-0.2516, -0.3336, -0.8493], [0.6724, 0.1090, 1.0654], [0.0217, -0.1162, -0.1116], [0.3161, -0.4550, -0.2606], [0.2242, 0.2974, -0.0124], [0.3499, 0.0101, -0.2933], [0.4846, 0.1699, -0.0715], [0.0590, 0.0520, 0.0076], [0.0140, -0.2039, -0.3107], [-0.3264, -0.2836, 0.0410], [0.2382, 0.0061, -0.2539], [0.0786, 0.6180, -0.2729], [0.1882, -0.0102, 0.2296], [0.2879, -0.3430, -0.1651], [-0.1383, 0.2561, -0.0074], [0.5211, 0.3796, 0.8520], [0.5751, -1.6234, 0.1344], [-2.5517, -0.2877, 0.8328], [0.9260, 1.0190, -0.3424], [-0.9390, -0.2119, -0.1681], [-0.1762, 0.0319, -0.1917], [0.2110, 0.0091, -0.0939], [0.0127, -0.4034, -0.0527], [0.4807, 0.7439, -0.3045], [0.2364, 0.2769, -0.0960], [0.9606, 0.1041, 0.1221], [-0.0254, -0.2621, -0.1608], [0.0663, 0.1319, -0.0947], [-0.0511, 0.0407, -0.4272], [-0.1091, -0.1927, 0.0043], [-0.0933, -0.0545, -0.0288], [0.0336, 1.0546, -0.9036], [-0.7078, -1.0027, 1.5064], [-0.4043, 1.3543, -0.5694], [0.5704, -0.5658, -0.2263], [-0.2917, 0.0459, 0.1902], [0.7829, -0.2443, -0.8159], [-0.3020, 0.0321, -0.1747], [0.1628, -0.3459, -0.0892], [0.1161, -0.3051, 0.3225], [0.0004, 0.3330, 0.5917], [-0.5498, -0.5635, -0.1113], [-0.0785, 0.1185, 0.1719], [-0.0304, 0.4019, -0.0162], [0.3238, -0.0360, -0.0026], [0.2742, -0.1491, -0.0009], [0.1641, -0.3220, 0.0207], [-0.2396, 0.3026, -0.1050], [-0.0834, 0.7623, -0.3910], [1.5459, -0.4938, 0.3896], [-0.6103, 1.1944, -0.4774], [-0.0148, -0.3349, 0.5777], [0.2869, -0.5111, 0.0958], [-0.9959, 0.3768, 0.1215], [0.2202, -0.2950, 0.0209], [-0.2195, -0.2263, -0.0513], [-0.0328, 0.0180, -0.1579], [-0.5756, -0.0633, 0.5024], [0.1000, -0.0702, 0.1719], [0.0250, -0.1146, -0.3194], [-0.2383, 0.2811, -0.4495], [-0.3012, 0.2719, 0.4290], [0.1434, -0.2830, -0.1664], [0.2687, -0.3193, 0.1930], [0.2526, -0.0720, -0.7683], [-0.0705, -0.3701, 0.3061], [-0.6627, 1.6374, -0.3960], [-0.3756, -2.1436, -0.0444], [-0.7828, -0.0719, -1.0062], [-0.0991, -0.0918, 0.3395], [0.7826, -0.5931, -0.2229], [0.0153, -0.2000, 0.1897], [-0.4764, 0.0773, -0.2754], [0.1873, 0.4785, 0.2896], [-0.0033, 0.2811, -0.0994], [-0.1488, -0.1804, 0.3256], [0.4104, 0.5826, -0.0106], [0.3618, 0.4637, 0.0730], [0.0165, 0.0297, 0.2018], [0.0847, 0.2965, 0.0256], [0.3609, -0.1969, 0.5099], [0.4428, 0.0934, -0.2107]],
  "homo_energy_ev": -8.601,
  "gap_ev": 9.0851,
  "spin_multiplicity": 1,
  "fmax_ev_per_a": 3.4,
  "e_tot_ev": -138221.6554
}